## 1
{
  "formula": "C3H10NS",
  "method": "ωB97M-V/def2-TZVPD",
  "species": ["N", "C", "C", "C", "S", "H", "H", "H", "H", "H", "H", "H", "H", "H", "H"],
  "xyz": [[2.40, -1.35, 0.49], [1.88, 0.02, 0.24], [0.35, -0.02, 0.46], [-0.52, 0.98, -0.31], [-2.28, 0.43, -0.41], [2.02, -2.05, -0.14], [2.21, -1.77, 1.41], [3.41, -1.39, 0.37], [2.31, 0.80, 0.85], [1.98, 0.26, -0.82], [-0.07, -1.01, 0.24], [0.07, 0.06, 1.52], [-0.44, 1.91, 0.25], [-0.36, 1.12, -1.38], [-1.91, -0.77, -0.93]],
  "mulliken_charge": [-0.31, -0.49, -0.69, -0.76, -0.14, 0.37, 0.35, 0.36, 0.32, 0.37, 0.42, 0.33, 0.37, 0.39, 0.12],
  "e_lumo_ev": -4.00,
  "smiles": "[NH3+]CCCS",
  "gap_ev": 8.4,
  "homo_energy_ev": -12.365,
  "total_charge": 1
}

---

## 2
{
  "formula": "C3H10NS",
  "method": "ωB97M-V/def2-TZVPD",
  "species": ["C", "N", "H", "H", "H", "H", "C", "S", "C", "H", "H", "H", "H", "H", "H"],
  "xyz": [[-1.32, -0.24, -0.75], [-2.62, -0.08, -0.13], [-1.25, 0.47, -1.61], [-1.25, -1.32, -0.98], [-3.07, 0.77, -0.46], [-2.45, 0.08, 0.86], [1.35, -1.50, -0.29], [0.29, 0.13, 0.45], [1.89, 1.46, 0.30], [2.29, -1.08, -0.57], [1.24, -2.15, 0.58], [0.72, -1.91, -1.06], [1.33, 2.25, 0.73], [2.31, 1.58, -0.67], [2.62, 1.08, 0.99]],
  "mulliken_charge": [-0.28, -0.54, 0.37, 0.27, 0.29, 0.27, -0.82, 0.11, -0.84, 0.41, 0.34, 0.32, 0.37, 0.36, 0.38],
  "e_lumo_ev": -5.07,
  "gap_ev": 9.5,
  "homo_energy_ev": -14.561,
  "total_charge": 1
}

---

1 takes first place; second place is 0.0758 hartree up.

---

## 1
{
  "formula": "C3H10NS",
  "method": "ωB97M-V/def2-TZVPD",
  "species": ["N", "C", "C", "C", "S", "H", "H", "H", "H", "H", "H", "H", "H", "H", "H"],
  "xyz": [[1.72, 1.00, -0.94], [0.46, 0.97, -0.09], [-0.28, -0.37, -0.26], [-1.26, -0.62, 0.90], [-1.24, -2.32, 1.54], [2.49, 0.56, -0.43], [2.00, 1.97, -1.13], [1.60, 0.52, -1.83], [0.78, 1.08, 0.94], [-0.18, 1.79, -0.38], [-0.84, -0.34, -1.21], [0.45, -1.18, -0.36], [-1.06, 0.05, 1.72], [-2.28, -0.40, 0.59], [-2.36, -2.71, 0.94]],
  "mulliken_charge": [-0.28, -0.61, -0.49, -0.84, -0.19, 0.36, 0.37, 0.34, 0.40, 0.27, 0.33, 0.44, 0.35, 0.40, 0.16],
  "e_lumo_ev": -3.94,
  "smiles": "[NH3+]CCCS",
  "gap_ev": 8.5,
  "homo_energy_ev": -12.417,
  "total_charge": 1
}

---

## 2
{
  "formula": "C3H10NS",
  "method": "ωB97M-V/def2-TZVPD",
  "species": ["C", "C", "C", "N", "S", "H", "H", "H", "H", "H", "H", "H", "H", "H", "H"],
  "xyz": [[0.92, 1.07, -1.47], [-0.32, -1.97, 0.44], [0.81, -0.09, -0.60], [-0.15, -0.89, -0.47], [-0.83, 1.38, 1.87], [0.16, 0.95, -2.27], [0.75, 1.90, -0.78], [1.92, 1.19, -1.93], [0.24, -1.96, 1.43], [-1.32, -2.18, 0.66], [0.00, -2.99, 0.02], [1.54, -0.13, 0.20], [-1.91, 1.80, 1.14], [-1.02, -0.55, -0.93], [-0.79, 2.48, 2.68]],
  "mulliken_charge": [-0.95, -0.88, 0.14, -0.04, -0.38, 0.31, 0.29, 0.34, 0.33, 0.38, 0.35, 0.39, 0.18, 0.31, 0.22],
  "e_lumo_ev": -4.55,
  "gap_ev": 9.1,
  "homo_energy_ev": -13.629,
  "total_charge": 1
}

---

1 takes first place; second place is 0.0272 hartree up.

---

## 1
{
  "formula": "C3H6S2",
  "method": "ωB97M-V/def2-TZVPD",
  "species": ["C", "C", "S", "C", "S", "H", "H", "H", "H", "H", "H"],
  "xyz": [[-0.81, 1.28, -0.54], [-0.87, -0.19, -0.15], [-2.26, -0.96, 0.02], [0.38, -0.99, 0.22], [2.34, -0.53, 0.19], [-0.29, 1.90, 0.18], [-1.85, 1.61, -0.90], [-0.15, 1.32, -1.43], [0.29, -1.31, 1.26], [0.53, -1.82, -0.38], [2.69, -0.32, 1.53]],
  "mulliken_charge": [-0.92, 0.45, -0.24, -0.85, -0.23, 0.30, 0.30, 0.29, 0.36, 0.39, 0.14],
  "e_lumo_ev": -0.20,
  "smiles": "CC(=S)CS",
  "gap_ev": 8.7,
  "homo_energy_ev": -8.862
}

---

## 2
{
  "formula": "C3H6S2",
  "method": "ωB97M-V/def2-TZVPD",
  "species": ["C", "C", "C", "S", "S", "H", "H", "H", "H", "H", "H"],
  "xyz": [[1.06, -0.27, -0.54], [-0.12, 0.11, -0.21], [-1.38, -0.52, -0.17], [1.34, 2.78, 0.98], [-0.48, 2.30, 0.33], [1.90, 0.34, -0.77], [1.15, -1.42, -0.76], [-1.21, -1.53, 0.21], [-2.11, 0.00, 0.38], [-1.70, -0.71, -1.17], [1.80, 3.18, -0.25]],
  "mulliken_charge": [-0.62, 0.54, -1.20, -0.20, -0.15, 0.24, 0.19, 0.33, 0.39, 0.31, 0.17],
  "e_lumo_ev": 0.43,
  "gap_ev": 9.2,
  "homo_energy_ev": -8.788
}

---

1 takes first place; second place is 0.0193 hartree up.

---

## 1
{
  "formula": "C3H6S2",
  "method": "ωB97M-V/def2-TZVPD",
  "species": ["C", "C", "S", "C", "S", "H", "H", "H", "H", "H", "H"],
  "xyz": [[0.13, -1.04, -0.79], [-0.14, 0.26, -0.10], [-1.92, 0.54, 0.44], [0.83, 0.71, 1.18], [0.89, 1.63, -0.33], [-0.60, -1.09, -1.55], [-0.04, -1.85, -0.15], [1.10, -1.10, -1.20], [-2.38, 0.45, -0.93], [0.44, 1.34, 1.89], [1.68, 0.16, 1.53]],
  "mulliken_charge": [-1.19, 0.51, -0.22, -0.83, -0.13, 0.37, 0.29, 0.40, 0.13, 0.37, 0.29],
  "e_lumo_ev": 0.81,
  "smiles": "C[C@@]1(S)CS1",
  "gap_ev": 9.6,
  "homo_energy_ev": -8.755
}

---

## 2
{
  "formula": "C3H6S2",
  "method": "ωB97M-V/def2-TZVPD",
  "species": ["C", "C", "C", "S", "S", "H", "H", "H", "H", "H", "H"],
  "xyz": [[-0.27, -1.25, 0.83], [0.45, 0.21, -0.17], [-0.79, 0.62, -0.87], [0.99, -1.48, -0.43], [1.40, 1.17, 0.98], [0.06, -1.34, 1.94], [-1.31, -1.46, 0.68], [-0.48, 1.07, -1.91], [-1.30, 1.50, -0.42], [-1.39, -0.18, -1.04], [2.64, 1.14, 0.41]],
  "mulliken_charge": [-0.70, 0.34, -1.06, -0.09, -0.22, 0.33, 0.32, 0.24, 0.29, 0.41, 0.14],
  "e_lumo_ev": 0.76,
  "gap_ev": 9.5,
  "homo_energy_ev": -8.726
}

---

1 takes first place; second place is 0.0378 hartree up.